76
Properties=species:S:1:pos:R:3:forces:R:3 method="wB97M-V/def2-TZVPD" lumo_energy_ev=1.906 total_charge=-1 homo_lumo_gap_ev=7.179 spin_multiplicity=1 e_tot_ev=-278223.411 de_lowest_kcal_mol=2.2
Tl -0.4754 0.7293 -0.9064 -0.4 0.0 -0.1
Cl -2.2893 -3.7332 -5.7464 0.0 0.0 0.0
C -2.0126 -2.2079 -4.9625 0.0 -0.1 0.1
C -2.1673 -2.1346 -3.5856 0.0 0.1 -0.1
C -1.9579 -0.9305 -2.9264 0.1 0.1 0.0
N -2.0458 -0.7430 -1.5462 -0.1 -0.2 -0.1
C -2.8488 -1.4828 -0.7736 -0.1 0.0 0.2
O -3.4411 -2.5203 -1.0601 0.0 0.1 0.0
C -3.1181 -0.8666 0.5913 0.1 0.1 0.0
C -3.8919 -1.5609 1.5119 0.0 0.0 0.0
C -4.2171 -0.9366 2.7025 0.0 0.0 0.0
C -3.7655 0.3553 2.9332 0.0 0.0 0.0
C -2.9651 0.9544 1.9742 0.1 -0.1 0.1
N -2.6463 0.3575 0.8306 -0.1 0.0 -0.1
C -1.5780 0.2194 -3.6702 0.0 -0.1 0.1
C -1.4254 0.1229 -5.0477 -0.1 -0.1 0.0
C -1.6446 -1.0891 -5.6868 0.0 0.1 0.0
Cl -1.4496 -1.1588 -7.4125 0.0 0.0 0.0
N -1.2904 1.3662 -2.9184 0.1 0.0 -0.2
C -1.2482 2.5840 -3.4527 0.0 0.1 0.1
O -1.5087 2.9404 -4.6024 0.0 0.0 0.0
C -0.8574 3.6732 -2.4642 0.0 -0.1 0.0
C -0.8265 4.9938 -2.8989 0.0 0.0 0.0
C -0.4667 5.9800 -2.0009 0.0 0.0 0.0
C -0.1499 5.6222 -0.6958 0.0 0.0 0.0
C -0.2044 4.2838 -0.3490 0.0 0.0 0.0
N -0.5493 3.3313 -1.2163 0.1 0.1 0.1
H -2.4587 -3.0078 -3.0265 0.0 0.0 0.0
H -4.2183 -2.5601 1.2646 0.0 0.0 0.0
H -4.8149 -1.4489 3.4457 0.0 0.0 0.0
H -4.0103 0.8828 3.8453 0.0 0.0 0.0
H -2.5269 1.9332 2.1389 0.0 0.0 0.0
H -1.1542 0.9912 -5.6241 0.0 0.0 0.0
H -1.0814 5.1926 -3.9293 0.0 0.0 0.0
H -0.4308 7.0174 -2.3094 0.0 0.0 0.0
H 0.1361 6.3604 0.0406 0.0 0.0 0.0
H 0.0326 3.9569 0.6564 0.0 0.0 0.0
Br 3.0539 2.4353 -1.2600 0.0 0.1 0.0
C 2.7461 3.8304 -2.5456 -0.1 -0.1 -0.1
Br 2.2119 3.1534 -4.2760 0.0 0.0 0.1
H 3.6585 4.3967 -2.6772 0.0 0.0 0.0
H 1.9356 4.4567 -2.1918 0.0 0.0 0.0
O 4.8271 -0.2887 0.8847 0.0 0.0 0.0
S 4.0003 -1.4089 0.5308 0.0 0.1 0.0
O 3.7523 -2.4145 1.5235 0.0 0.0 0.0
N 2.5787 -0.8674 -0.1056 0.0 0.1 0.0
C 2.4835 -1.1365 -1.3723 0.0 0.1 0.1
S 1.2057 -0.6806 -2.3922 0.0 0.0 0.0
C 3.6347 -1.9020 -1.9453 0.1 -0.1 0.0
C 3.8240 -2.3643 -3.2361 0.0 0.0 0.0
C 4.9940 -3.0591 -3.5153 0.0 0.0 0.0
C 5.9497 -3.2857 -2.5291 0.0 0.0 0.0
C 5.7568 -2.8242 -1.2315 0.0 0.0 0.0
C 4.5890 -2.1379 -0.9762 0.0 0.0 0.1
H 3.0752 -2.1901 -3.9975 0.0 0.0 0.0
H 5.1645 -3.4328 -4.5166 0.0 0.0 0.0
H 6.8513 -3.8312 -2.7765 0.0 0.0 0.0
H 6.4878 -2.9969 -0.4532 0.0 0.0 0.0
S -0.6633 -3.8330 3.4919 0.0 0.0 0.0
C -0.2878 -2.2547 3.1800 0.0 0.0 -0.1
S 0.2026 -1.6624 1.6144 -0.1 -0.1 0.2
C 0.1598 -0.0350 2.2215 0.0 0.1 0.0
N -0.1139 0.0614 3.4748 0.0 -0.1 0.0
N -0.3064 -1.1873 4.0198 0.0 0.0 0.0
C -0.6295 -1.2240 5.4069 0.0 0.0 0.0
C -0.0614 -2.1825 6.2330 0.0 0.0 0.0
C -0.3702 -2.1772 7.5842 0.0 0.0 0.0
C -1.2260 -1.2186 8.1068 0.0 0.0 0.0
C -1.7785 -0.2580 7.2719 0.0 0.0 0.0
C -1.4846 -0.2582 5.9178 0.0 0.0 0.0
S 0.4717 1.3918 1.2764 0.1 0.0 -0.1
H 0.6012 -2.9243 5.8142 0.0 0.0 0.0
H 0.0658 -2.9263 8.2322 0.0 0.0 0.0
H -1.4583 -1.2166 9.1641 0.0 0.0 0.0
H -2.4416 0.4970 7.6745 0.0 0.0 0.0
H -1.8919 0.4890 5.2521 0.0 0.0 0.0



10
Properties=species:S:1:pos:R:3:forces:R:3 method="wB97M-V/def2-TZVPD" lumo_energy_ev=-5.560 total_charge=+1 homo_lumo_gap_ev=10.000 spin_multiplicity=1 e_tot_ev=-5594.828 de_lowest_kcal_mol=94.9
C 0.2845 -0.1098 -0.1205 -3.4 -0.5 0.1
N 0.8849 -1.2892 -0.0326 -0.6 2.1 0.1
N 0.8101 1.0859 -0.0777 1.9 -3.8 -0.5
N -1.8600 -0.1684 -0.0668 2.6 1.5 1.4
H 1.8045 -1.3449 0.4257 -0.6 -0.3 -0.5
H 0.3287 -2.1030 -0.2368 0.1 -0.3 0.2
H 1.8270 1.1448 -0.2124 -0.6 0.8 0.2
H 0.1682 1.7825 0.0428 -1.2 2.8 0.2
H -2.3699 0.6163 -0.5613 1.4 -0.8 -0.9
H -1.8780 0.3857 0.8397 0.3 -1.4 -0.3